This record from the OMol25 dataset describes a structure of composition C37H51N6O5P4S2V in a non-equilibrium geometry. The level of theory is ωB97M-V/def2-TZVPD.

Properties
- Multiplicity: 3
- Gap between HOMO and LUMO (alpha / beta): 6.2 / 6.3 eV
- Electronic energy: -5251.1521 a.u.

Structure (XYZ):
```
106
Properties=species:S:1:pos:R:3:mulliken_charge:R:1
V -8.128 -17.600 -8.725 1.081
S -5.812 -18.539 -7.958 -0.985
P -7.172 -19.827 -7.146 2.752
C -8.834 -19.360 -7.580 -2.004
P -9.959 -18.382 -6.659 1.594
S -9.233 -16.551 -6.729 -0.980
C -10.448 -18.853 -4.941 1.415
C -11.032 -20.080 -4.691 -0.661
C -11.430 -20.338 -3.405 -1.002
C -11.289 -19.441 -2.390 -0.559
C -10.697 -18.201 -2.617 -0.917
C -10.282 -17.922 -3.911 -0.510
C -11.632 -18.596 -7.280 1.062
C -11.955 -19.923 -7.607 -0.276
C -13.270 -20.184 -7.987 -1.412
C -14.243 -19.237 -7.918 -0.663
C -13.934 -17.950 -7.506 -0.788
C -12.602 -17.629 -7.194 -0.513
C -6.700 -21.590 -7.203 -0.157
C -5.431 -21.968 -6.715 -0.718
C -5.033 -23.259 -6.775 -0.669
C -5.900 -24.263 -7.284 -0.478
C -7.167 -23.909 -7.611 -0.798
C -7.552 -22.575 -7.568 0.560
C -7.160 -19.624 -5.298 0.173
C -7.737 -20.565 -4.444 -0.309
C -7.767 -20.313 -3.082 -0.499
C -7.321 -19.177 -2.487 -0.732
C -6.764 -18.244 -3.336 -0.715
C -6.705 -18.435 -4.731 -0.325
H -11.176 -20.802 -5.427 0.735
H -12.000 -21.230 -3.191 0.414
H -11.597 -19.750 -1.415 0.420
H -10.645 -17.480 -1.829 0.466
H -9.790 -16.988 -4.133 0.424
H -11.202 -20.681 -7.605 0.533
H -13.518 -21.216 -8.272 0.412
H -15.270 -19.443 -8.222 0.378
H -14.748 -17.223 -7.510 0.384
H -12.327 -16.637 -6.819 0.461
H -4.753 -21.227 -6.360 0.478
H -4.012 -23.530 -6.588 0.377
H -5.545 -25.255 -7.452 0.436
H -7.892 -24.641 -8.007 0.373
H -8.512 -22.304 -7.983 0.034
H -8.082 -21.464 -4.931 0.502
H -8.191 -21.080 -2.421 0.325
H -7.334 -19.048 -1.419 0.495
H -6.324 -17.386 -2.821 0.357
H -6.234 -17.700 -5.387 0.360
C -11.821 -18.508 -10.898 -1.822
C -10.508 -18.525 -10.178 0.390
N -9.927 -17.399 -9.665 1.559
O -10.510 -16.183 -10.120 -0.638
C -9.875 -19.685 -9.911 -1.122
C -10.059 -21.086 -10.428 -1.431
N -8.749 -19.491 -9.088 1.631
O -7.751 -20.337 -9.266 -1.045
H -12.397 -17.682 -10.510 0.329
H -12.404 -19.468 -10.852 0.420
H -11.673 -18.296 -11.968 0.288
H -10.762 -15.742 -9.302 0.307
H -9.115 -21.449 -10.864 0.236
H -10.854 -21.085 -11.194 0.596
H -10.307 -21.784 -9.605 0.109
C -4.391 -17.372 -11.235 -0.642
N -5.369 -16.897 -12.249 0.706
C -4.873 -16.355 -13.477 -1.250
P -6.938 -16.798 -11.813 -0.523
O -7.117 -17.613 -10.569 0.661
O -7.324 -15.241 -11.499 -0.764
P -7.115 -14.606 -10.005 0.281
O -7.476 -15.506 -8.884 -0.907
N -7.872 -13.159 -10.118 0.270
C -7.326 -12.013 -9.298 -0.897
C -9.309 -13.296 -10.212 -0.868
N -5.513 -14.269 -9.988 0.808
C -4.763 -13.505 -10.993 -1.187
C -4.746 -14.491 -8.750 -0.903
N -7.846 -17.185 -13.106 0.201
C -9.294 -16.954 -13.172 -0.645
C -7.479 -18.508 -13.649 -0.865
H -3.690 -18.096 -11.654 0.386
H -4.823 -17.769 -10.278 -0.056
H -3.819 -16.497 -10.952 0.156
H -4.440 -17.150 -14.139 0.337
H -4.027 -15.694 -13.277 0.370
H -5.621 -15.801 -14.069 0.319
H -6.256 -11.983 -9.299 0.222
H -7.622 -12.104 -8.250 0.312
H -7.630 -11.057 -9.744 0.338
H -9.717 -12.392 -10.639 0.431
H -9.803 -13.437 -9.261 0.240
H -9.600 -14.074 -10.910 0.113
H -5.410 -13.400 -11.861 0.318
H -3.866 -14.094 -11.228 0.292
H -4.496 -12.511 -10.656 0.358
H -5.276 -15.172 -8.086 0.105
H -4.610 -13.500 -8.233 0.241
H -3.767 -14.883 -9.002 0.339
H -9.515 -15.958 -12.756 0.134
H -9.843 -17.726 -12.606 0.144
H -9.568 -17.035 -14.229 0.456
H -6.464 -18.589 -14.001 0.278
H -8.013 -18.715 -14.558 0.407
H -7.815 -19.266 -12.909 0.144
```

***

This record from the OMol25 dataset describes the molecule C5H6O. The level of theory is ωB97M-V/def2-TZVPD.

Properties
- Gap between HOMO and LUMO: 10.5 eV
- Electronic energy: -269.2637 a.u.

Structure (XYZ):
```
12
Properties=species:S:1:pos:R:3:mulliken_charge:R:1
C -1.448 -1.727 -0.521 -1.006
C -0.143 -1.082 -0.533 0.307
C 0.786 -0.396 -0.188 -0.265
C 1.299 0.697 0.645 -0.305
C 0.718 1.968 0.045 0.055
O -0.364 2.400 0.352 -0.447
H -1.506 -2.345 0.381 0.263
H -1.694 -2.322 -1.399 0.305
H -2.183 -0.922 -0.412 0.258
H 2.383 0.742 0.757 0.310
H 0.821 0.539 1.618 0.199
H 1.330 2.448 -0.744 0.326
```

***

This record from the OMol25 dataset describes a cluster of 2 separate species, C5H10O in total. The level of theory is ωB97M-V/def2-TZVPD.

Properties
- Gap between HOMO and LUMO: 9.7 eV
- Electronic energy: -271.6492 a.u.

Structure (XYZ):
```
16
Properties=species:S:1:pos:R:3:mulliken_charge:R:1
C 2.294 0.143 0.394 -0.701
O 1.276 -0.833 0.551 -0.423
C 0.042 -0.315 0.456 0.348
C -0.497 0.915 0.438 -0.515
C -1.903 0.362 0.294 -0.375
C -1.254 -1.060 0.314 -0.552
H 2.180 0.951 1.128 0.300
H 2.258 0.562 -0.622 0.295
H 3.248 -0.355 0.566 0.237
H 0.268 -0.263 -2.894 0.263
H -0.112 1.922 0.540 0.392
H 0.158 0.174 -2.324 -0.272
H -2.439 0.609 -0.633 0.236
H -2.563 0.550 1.146 0.260
H -1.525 -1.678 1.176 0.269
H -1.370 -1.644 -0.605 0.237
```

***

This record from the OMol25 dataset describes a structure of composition C41H34HoN7O2Si. The level of theory is ωB97M-V/def2-TZVPD.

Properties
- Multiplicity: 5
- Gap between HOMO and LUMO (alpha / beta): 6.2 / 6.2 eV
- Electronic energy: -3354.3251 a.u.

Structure (XYZ):
```
86
Properties=species:S:1:pos:R:3:mulliken_charge:R:1
Ho 0.342 1.459 -0.547 0.582
C -2.832 0.887 -3.720 -1.040
C -2.281 0.290 -4.851 -0.499
C -0.955 -0.060 -4.845 -0.470
C -0.162 0.187 -3.713 0.167
N -0.692 0.794 -2.637 0.258
C -2.001 1.116 -2.649 -0.216
N 1.131 -0.275 -3.806 -0.426
C 2.078 -0.139 -2.946 -0.031
N 2.167 0.559 -1.754 -0.077
C 3.414 0.290 -1.206 0.036
N 3.981 0.653 -0.113 -0.443
C 3.479 1.487 0.860 0.271
C 4.367 1.746 1.918 -0.538
C 4.004 2.590 2.936 -0.412
C 2.748 3.191 2.901 -1.013
C 1.925 2.890 1.841 0.221
N 2.260 2.050 0.841 0.120
C 4.171 -0.593 -2.126 0.207
C 5.441 -1.131 -2.031 -0.173
C 5.864 -1.936 -3.080 -0.652
C 5.035 -2.189 -4.177 -0.628
C 3.759 -1.647 -4.252 -0.169
C 3.358 -0.844 -3.200 0.191
H -3.868 1.182 -3.659 0.516
H -2.890 0.095 -5.725 0.409
H -0.482 -0.542 -5.687 0.516
H -2.388 1.592 -1.757 0.638
H 5.329 1.258 1.887 0.495
H 4.690 2.784 3.751 0.418
H 2.411 3.871 3.669 0.482
H 0.941 3.326 1.768 -0.214
H 6.067 -0.930 -1.172 0.545
H 6.851 -2.379 -3.052 0.403
H 5.398 -2.822 -4.976 0.403
H 3.101 -1.838 -5.088 0.544
O -1.514 0.668 0.581 -0.693
C -0.973 -0.415 0.940 -0.306
N -1.479 -1.343 1.769 0.299
C -0.571 -2.486 1.825 2.889
C 0.617 -1.930 0.966 -0.232
O 1.669 -2.496 0.796 -0.655
N 0.260 -0.696 0.483 0.150
C -1.202 -3.730 1.199 -0.027
C -2.497 -4.079 1.576 -0.283
C -3.102 -5.216 1.069 -0.961
C -2.412 -6.030 0.181 -0.384
C -1.120 -5.695 -0.187 -0.889
C -0.512 -4.553 0.319 -0.286
C -0.140 -2.805 3.256 -0.848
C 1.007 -3.553 3.499 -0.229
C 1.352 -3.895 4.797 -0.919
C 0.558 -3.503 5.866 -0.378
C -0.588 -2.761 5.628 -0.861
C -0.933 -2.415 4.329 -0.167
H -2.471 -1.397 1.919 0.328
H -3.039 -3.477 2.296 0.291
H -4.108 -5.471 1.375 0.390
H -2.879 -6.922 -0.216 0.393
H -0.572 -6.324 -0.876 0.408
H 0.499 -4.307 0.028 0.514
H 1.628 -3.863 2.672 0.515
H 2.249 -4.474 4.973 0.400
H 0.833 -3.773 6.877 0.389
H -1.214 -2.446 6.452 0.396
H -1.819 -1.816 4.165 0.348
C -1.594 3.763 2.071 -1.363
Si -1.027 3.916 0.260 0.652
C -0.439 5.711 0.109 -1.301
C -2.659 3.869 -0.714 0.088
C -2.714 4.432 -1.997 -0.025
C -3.847 4.343 -2.790 -0.673
C -4.971 3.673 -2.322 -0.555
C -4.945 3.106 -1.057 -0.638
C -3.807 3.210 -0.265 -0.084
H -2.383 4.498 2.260 0.427
H -0.785 3.981 2.774 0.460
H -1.982 2.773 2.314 0.216
H -1.196 6.392 0.509 0.365
H -0.233 6.003 -0.921 0.337
H 0.485 5.872 0.672 0.325
H -1.846 4.951 -2.390 0.225
H -3.853 4.796 -3.774 0.386
H -5.860 3.602 -2.937 0.419
H -5.819 2.587 -0.681 0.383
H -3.812 2.756 0.719 0.346
```